No. 1
C3H5NO2 | ωB97M-V/def2-TZVPD

XYZ file:
```
11
Properties=species:S:1:pos:R:3:forces:R:3:mulliken_charge:R:1
C 0.735 -0.690 0.118 -6.2 -5.5 -3.0 -0.54
C -0.888 -0.658 0.276 3.0 -0.2 -1.1 -0.41
C 0.466 1.420 -0.259 2.9 3.2 3.0 0.12
H 0.862 -1.310 -0.850 0.0 1.5 0.8 0.26
H 1.107 -1.283 0.788 2.3 -3.7 4.2 0.48
H -1.117 -1.713 0.196 -0.9 0.0 0.2 0.33
H -1.348 -0.050 1.075 0.4 -0.8 0.1 0.31
H 0.740 2.527 0.060 0.0 -2.6 -1.0 0.30
N -0.672 1.319 -0.710 -2.7 -0.3 -2.3 -0.33
O -1.166 -0.003 -0.940 -1.0 1.0 0.0 -0.22
O 1.283 0.440 0.245 2.2 7.4 -0.9 -0.29
```
Positions in Å, forces in eV/Å.

## Properties
ΔE to the lowest compared entry with this formula, charge and spin = 4.900 eV
SMILES = C1=NOCCO1

***

No. 2
C26H55FN3O12P2S2 | ωB97M-V/def2-TZVPD

XYZ file:
```
101
Properties=species:S:1:pos:R:3:forces:R:3:mulliken_charge:R:1
C 6.513 1.425 1.986 0.0 0.6 0.3 -0.64
C 5.574 2.293 1.021 1.1 -0.1 -0.3 -0.34
O 4.656 1.460 0.261 -0.5 1.4 1.6 -0.37
C 3.360 1.618 0.930 -0.1 -1.2 -0.3 -0.51
C 2.285 0.568 0.346 0.7 0.3 1.0 -0.52
C 1.305 0.175 1.569 -0.7 0.7 -0.7 -0.64
C -0.191 0.611 1.161 -0.2 -0.7 1.2 -0.38
C -1.077 -0.704 0.828 -0.2 0.8 1.3 -0.39
N -1.900 -0.470 -0.386 0.0 -0.1 1.5 0.81
N -1.572 -1.444 -1.314 0.3 -0.9 -1.1 -0.88
C -3.340 -0.244 -0.176 -1.8 0.9 -1.2 1.62
C -3.916 0.195 -1.643 0.4 -1.2 -0.4 -1.11
C -3.005 1.255 -2.405 -0.8 0.9 -0.8 -0.94
C -3.113 2.759 -1.881 -0.2 0.2 0.7 -0.09
S -1.878 3.753 -2.905 -0.4 1.2 1.4 -0.24
C -1.416 5.274 -1.954 -0.5 -0.7 -0.1 -0.06
S -0.506 6.421 -2.762 -0.7 -1.2 1.0 -0.24
N -1.923 5.352 -0.577 0.9 0.4 -1.5 0.21
C -3.245 6.043 -0.572 -0.8 -0.2 1.2 -0.57
C -3.793 5.922 0.952 0.9 -0.8 -1.1 -0.39
O -2.955 6.832 1.727 0.0 -1.0 -0.3 -0.43
C -1.612 6.303 1.823 0.4 0.3 -0.4 -0.35
C -0.951 5.955 0.371 0.5 0.2 1.8 -0.51
C -3.742 0.973 0.791 -2.8 4.9 3.0 -0.41
O -3.185 1.226 1.924 0.0 -2.1 -3.1 -0.75
O -4.817 1.825 0.494 3.9 -4.2 -0.5 -0.80
C -4.223 -1.521 0.235 -1.6 -0.1 -0.6 -0.28
F -3.498 -2.591 0.894 -0.3 1.2 -0.7 -0.44
C -5.513 -1.221 1.128 -0.5 -1.8 0.8 -0.42
C -5.215 -1.251 2.733 0.5 1.3 -0.5 -0.92
H 5.937 0.540 2.443 1.0 1.3 -0.9 0.26
H 7.475 1.091 1.451 -1.6 0.2 0.8 0.06
H 6.842 2.106 2.852 -0.4 -1.0 -1.2 0.27
H 6.233 2.848 0.263 -0.9 -0.7 1.1 0.32
H 5.001 3.077 1.621 0.8 -1.0 -0.8 0.31
H 3.552 1.436 2.052 -0.5 0.2 -1.6 0.31
H 2.998 2.692 0.792 0.3 -1.3 0.2 0.19
H 1.737 1.077 -0.526 0.7 -0.9 1.4 0.32
H 2.772 -0.389 -0.051 -0.3 1.6 0.5 0.27
H 1.341 -0.946 1.810 0.0 1.6 -0.5 0.40
H 1.582 0.709 2.552 -0.2 -0.7 -1.6 0.38
H -0.262 1.307 0.263 0.4 -1.0 1.1 0.10
H -0.614 1.202 2.058 0.2 -1.1 -1.6 0.30
H -1.779 -0.908 1.707 1.1 0.3 -1.0 -0.03
H -0.431 -1.642 0.670 -0.9 1.6 0.1 0.44
H -1.585 -1.134 -2.288 -0.3 -0.1 0.7 0.22
H -2.009 -2.360 -1.161 -0.1 0.5 -0.2 0.24
H -3.879 -0.761 -2.297 0.0 1.4 1.0 0.46
H -5.026 0.474 -1.604 1.8 0.0 0.2 0.33
H -1.899 0.996 -2.485 -1.5 0.0 0.5 0.36
H -3.390 1.274 -3.498 0.6 0.0 1.6 0.33
H -2.811 2.916 -0.795 -0.4 -0.5 -1.4 0.02
H -4.175 3.192 -1.992 1.7 -0.8 0.1 0.31
H -3.955 5.540 -1.324 1.2 0.8 1.1 0.38
H -3.056 7.148 -0.799 -0.6 -1.3 0.1 0.37
H -4.904 6.147 1.040 1.6 0.2 0.0 0.31
H -3.618 4.837 1.313 -0.4 1.6 -0.6 0.24
H -0.974 7.150 2.278 -1.0 -1.4 -0.7 0.28
H -1.590 5.416 2.540 -0.1 0.9 -1.1 0.27
H -0.131 5.177 0.611 -1.2 1.3 -0.7 0.07
H -0.466 6.926 0.018 -0.7 -1.3 0.0 0.39
H -4.631 -1.997 -0.738 0.9 0.6 1.4 0.18
H -6.211 -2.134 0.969 1.1 1.3 0.0 0.15
H -6.130 -0.321 0.809 1.4 -0.9 0.3 0.42
H -5.579 -0.241 3.148 0.4 -1.7 -0.4 0.24
H -5.715 -2.138 3.251 0.7 1.3 -0.8 0.30
H -4.079 -1.256 2.936 -1.8 -0.1 -0.3 0.20
C -6.215 -5.384 0.131 0.0 0.1 0.8 -0.64
O -6.970 -4.859 -0.965 2.7 -2.5 -0.2 -0.28
P -6.584 -5.481 -2.526 -6.4 5.8 -4.8 1.26
O -6.729 -4.098 -3.149 1.0 -1.0 0.8 -0.63
O -8.024 -6.277 -2.569 0.7 -0.7 0.2 -0.34
C -8.214 -7.355 -1.662 -0.2 0.0 0.2 -0.66
O -6.106 -6.219 -4.002 2.2 -1.9 2.6 -0.51
C -6.791 -5.844 -5.187 -0.3 0.5 -0.3 -0.55
H -5.857 -4.554 0.743 0.0 -0.1 -0.1 0.07
H -6.861 -6.020 0.742 0.1 -0.1 0.0 0.30
H -5.357 -5.966 -0.214 0.0 0.1 0.3 0.42
H -8.801 -7.008 -0.810 0.1 -0.1 0.1 0.21
H -7.260 -7.755 -1.307 -0.1 -0.2 0.1 0.34
H -8.763 -8.149 -2.168 0.1 0.0 0.0 0.26
H -6.421 -4.883 -5.546 -0.1 0.0 0.1 0.23
H -7.870 -5.799 -5.028 0.1 0.1 0.0 0.28
H -6.581 -6.598 -5.949 0.1 -0.2 0.3 0.24
C 9.709 -1.533 -0.979 -0.5 0.2 -0.5 -0.80
O 9.822 -1.073 0.371 2.3 -2.0 -2.1 -0.23
P 11.272 -1.500 1.204 -2.8 4.3 8.6 1.15
O 10.464 -1.755 2.469 0.4 -0.8 -1.2 -0.61
O 11.763 0.070 1.160 0.6 -0.6 -0.8 -0.32
C 12.123 0.619 -0.101 -0.2 0.3 -0.1 -0.66
O 12.744 -1.970 1.954 0.6 -1.4 -3.6 -0.48
C 12.983 -1.535 3.284 -0.3 0.1 0.6 -0.52
H 8.729 -1.996 -1.113 0.1 0.0 0.0 0.23
H 9.791 -0.681 -1.659 0.0 -0.1 -0.1 0.28
H 10.482 -2.265 -1.223 -0.2 0.0 -0.2 0.40
H 11.290 1.210 -0.486 0.0 0.0 -0.1 0.21
H 12.379 -0.161 -0.822 0.1 0.2 -0.1 0.34
H 12.985 1.273 0.032 0.0 -0.1 0.0 0.26
H 12.424 -2.154 3.988 -0.1 0.2 -0.1 0.21
H 12.719 -0.484 3.415 -0.1 -0.1 0.0 0.28
H 14.048 -1.658 3.492 0.0 -0.1 -0.3 0.25
```
Positions in Å, forces in eV/Å.

## Properties
Total charge = -1

***

No. 3
C3H7NO2 | ωB97M-V/def2-TZVPD

XYZ file:
```
13
Properties=species:S:1:pos:R:3:forces:R:3:mulliken_charge:R:1
O -2.444 -0.367 0.442 -1.4 -1.0 0.9 -0.11
C -1.462 -0.622 -0.035 -0.1 1.5 -0.5 0.22
O 2.329 -0.326 0.955 -0.7 0.2 0.2 -0.93
C -0.365 0.350 -0.598 4.9 0.7 -1.2 0.46
C 0.779 -0.384 -1.311 0.1 0.3 -0.2 -1.32
N 0.217 1.088 0.476 -2.6 -1.4 0.6 -0.51
H 2.929 -0.347 1.706 -0.1 0.0 0.1 0.16
H -0.817 1.063 -1.289 -1.4 -0.6 0.1 0.30
H 1.632 0.295 -1.326 -0.1 0.1 0.3 0.37
H 0.638 -0.642 -2.360 -0.6 -0.3 0.1 0.39
H 1.092 -1.202 -0.667 0.2 -0.1 -0.3 0.36
H -0.533 1.138 1.168 0.3 1.3 0.3 0.28
H 1.015 0.554 0.959 1.4 -0.5 -0.4 0.33
```
Positions in Å, forces in eV/Å.

## Properties
ΔE to the lowest compared entry with this formula, charge and spin = 6.041 eV

***

Record order is preserved below.
F_max: 8.82, 9.98, 5.11 eV Å⁻¹
Record order is preserved below.
Total energy: -8772.795, -99848.671, -8804.488 eV
Record order is preserved below.
HOMO level: -9.54, -4.54, -7.64 eV